No. 1
The molecule Cl2H2NOP at a distorted geometry. Source: OMol25; level of theory: ωB97M-V/def2-TZVPD.

XYZ file:
```
7
Properties=species:S:1:pos:R:3:forces:R:3:lowdin_charge:R:1
N -0.723656 1.335411 0.267803 1.57 -0.78 -0.42 -0.189
O -0.876961 -1.083456 -0.607601 0.45 0.25 -0.37 -0.256
P 0.077947 0.130316 -0.296232 -0.44 0.19 3.01 0.071
Cl 1.363693 0.154360 -1.798576 0.02 0.11 0.13 0.385
Cl 1.346778 -1.073602 1.506465 -1.18 1.26 -2.00 -0.073
H -0.265899 2.137709 0.723665 -0.20 -0.59 -0.59 0.017
H -0.921903 -1.600737 0.204476 -0.22 -0.43 0.24 0.045
```
Forces are in eV/Å.

Output
Molecular weight, g mol⁻¹: 133.90
2S+1: 1
Energy above the lowest of the compared OMol25 structures with the same formula, charge and spin, kcal/mol: 21.99
E_HOMO, Ha: -0.3855
Total charge: 0
Orbital gap, hartree: 0.3485
SMILES string: N=P(O)(Cl)Cl

---

No. 2
A cluster of 14 separate species, C35H58Cl2N14OP in total. Source: OMol25; level of theory: ωB97M-V/def2-TZVPD.

XYZ file:
```
111
Properties=species:S:1:pos:R:3:forces:R:3:lowdin_charge:R:1
C 0.257561 -4.384110 -0.810596 0.06 0.00 0.24 -0.070
C 0.395777 -2.872040 -0.747637 -0.56 -0.20 -0.17 -0.210
N 0.906987 -2.208881 -1.980025 0.56 0.06 0.04 -0.070
C 1.324959 -0.857304 -1.601452 -0.49 -0.02 0.31 -0.290
C 1.479352 0.010902 -2.859438 -0.30 -0.20 -0.10 -0.292
P 2.437067 1.544438 -2.750549 -0.04 -0.33 -0.03 1.075
C 3.053158 2.133469 -1.137676 0.42 0.43 0.13 -0.876
Cl 1.934789 1.745297 0.180381 -0.10 -0.05 -0.06 0.683
C 4.509549 1.719901 -0.937797 0.03 0.36 0.05 -0.806
C 5.109790 2.194120 0.384941 0.17 -0.24 0.04 -0.097
Cl 4.727326 -0.024642 -1.232613 -0.13 -0.07 -0.01 0.706
C 1.974547 -2.909599 -2.620502 0.24 -0.17 -0.03 -0.482
C 1.623678 -4.004522 -3.589605 -0.48 -0.52 0.53 0.015
O 3.131919 -2.585520 -2.459498 -0.15 0.30 -0.14 0.068
H -0.286779 -4.719218 -1.688924 -0.02 -0.03 0.01 0.068
H -0.308917 -4.711441 0.061625 0.02 0.06 0.03 0.086
H 1.224092 -4.888290 -0.752648 0.00 -0.01 -0.21 0.082
H -0.593320 -2.455015 -0.544639 0.07 0.14 -0.03 0.107
H 1.027458 -2.595065 0.103149 0.09 -0.04 -0.04 0.108
H 2.203514 -0.866007 -0.957766 0.15 -0.02 -0.18 0.057
H 0.503466 -0.453240 -1.008972 0.04 0.04 -0.01 0.100
H 1.922353 -0.573088 -3.669398 0.26 0.12 0.07 0.098
H 0.479786 0.287643 -3.208114 0.02 0.10 0.01 0.073
H 3.558585 1.484391 -3.583274 -0.03 0.05 0.04 0.053
H 1.661055 2.580874 -3.277022 0.00 -0.03 0.05 0.040
H 3.085971 3.228036 -1.193222 -0.21 0.00 -0.07 0.042
H 5.033983 2.230659 -1.745511 0.12 -0.24 -0.08 0.026
H 5.710658 1.395608 0.814876 -0.01 0.03 0.04 0.074
H 4.359410 2.483182 1.117175 -0.06 -0.01 -0.04 0.058
H 5.775665 3.037395 0.207710 -0.11 0.08 -0.01 0.076
H 1.646364 -3.635459 -4.614607 0.19 0.14 0.03 0.093
H 0.632753 -4.416424 -3.415915 -0.02 0.16 -0.11 0.059
H 2.339355 -4.815903 -3.471284 0.15 0.09 -0.25 0.075
C 0.170417 5.762661 -0.988863 0.09 0.02 0.02 -0.067
C 1.616086 5.664328 -0.809382 -0.06 -0.01 -0.01 -0.269
N 2.752987 5.578339 -0.667748 0.00 -0.17 -0.07 0.130
H -0.133450 6.805949 -1.024023 -0.04 -0.01 0.01 0.062
H -0.122047 5.279478 -1.919322 -0.02 0.01 -0.01 0.083
H -0.340402 5.279899 -0.158460 -0.03 0.03 0.01 0.085
C -1.190841 9.498356 1.600767 -0.05 -0.05 -0.03 -0.068
C -1.857550 8.459952 0.820192 -0.03 0.00 0.02 -0.275
N -2.382379 7.642237 0.207453 0.12 0.02 0.01 0.127
H -0.244342 9.764813 1.134842 0.00 0.03 0.01 0.084
H -1.816388 10.385910 1.655584 0.03 0.02 0.02 0.059
H -1.001853 9.138613 2.609977 0.00 0.02 0.01 0.087
C 0.260041 -5.545654 -7.236666 -0.01 -0.07 0.03 -0.072
C -0.470447 -6.158959 -6.131368 0.05 0.01 0.05 -0.290
N -1.031260 -6.635972 -5.250793 0.02 0.08 0.00 0.125
H 0.090404 -4.470561 -7.240051 0.00 0.00 -0.01 0.078
H 1.325386 -5.742375 -7.126578 0.00 -0.01 0.00 0.082
H -0.082779 -5.962300 -8.181514 0.01 0.01 -0.01 0.083
C 4.382288 -7.267884 -2.335532 0.02 -0.01 -0.06 -0.069
C 4.401100 -6.987869 -3.768009 -0.04 0.04 -0.02 -0.291
N 4.401615 -6.754899 -4.891882 -0.05 0.02 0.05 0.126
H 4.366973 -6.332462 -1.778490 0.01 0.00 0.00 0.077
H 3.497405 -7.850336 -2.085757 0.00 -0.01 0.00 0.084
H 5.270106 -7.832548 -2.058484 0.00 0.00 0.02 0.083
C -2.574575 14.014138 0.657972 0.05 0.00 0.04 -0.066
C -1.608974 13.426499 1.582320 0.00 0.02 0.04 -0.281
N -0.854249 12.965665 2.314678 -0.06 -0.07 -0.10 0.131
H -2.725640 15.063337 0.903172 -0.01 0.00 0.00 0.085
H -2.203770 13.936554 -0.362046 -0.01 0.01 -0.01 0.083
H -3.525460 13.490549 0.734484 -0.01 0.01 0.00 0.083
C 1.322719 0.180761 4.190181 -0.04 -0.05 0.02 -0.055
C 0.674707 -0.851038 3.385803 0.03 0.01 -0.05 -0.278
N 0.175907 -1.662340 2.743982 0.04 0.03 0.00 0.136
H 2.262139 0.473242 3.724691 0.01 0.00 0.01 0.081
H 0.675523 1.052269 4.268768 -0.01 0.00 0.00 0.087
H 1.529487 -0.200644 5.189395 0.03 0.04 0.01 0.052
C 0.854074 -3.120904 6.601408 0.10 -0.02 0.06 -0.075
C 1.685352 -2.080511 7.201831 -0.05 0.00 -0.07 -0.289
N 2.329517 -1.241135 7.648101 -0.05 0.00 -0.05 0.129
H -0.141107 -2.729717 6.400071 -0.01 -0.02 -0.01 0.067
H 1.297931 -3.452499 5.664324 0.00 -0.01 0.00 0.082
H 0.767308 -3.967950 7.278806 -0.04 -0.01 -0.01 0.072
C -2.789469 -2.233658 8.553570 0.01 -0.06 0.00 -0.057
C -2.275570 -3.585261 8.352440 -0.02 -0.03 0.05 -0.271
N -1.870621 -4.648703 8.199753 -0.02 0.08 -0.06 0.148
H -3.678492 -2.082970 7.944432 0.00 0.01 0.00 0.085
H -3.045390 -2.091385 9.601448 0.00 0.01 0.00 0.088
H -2.033077 -1.503315 8.271283 0.00 0.01 0.01 0.079
C 7.868883 5.198612 -1.941423 -0.01 -0.04 -0.02 -0.052
C 7.100162 4.114184 -2.542329 0.00 0.02 -0.07 -0.249
N 6.494312 3.268233 -3.028158 -0.06 0.07 0.09 0.139
H 8.718257 5.440618 -2.576988 0.00 0.00 0.00 0.090
H 7.237889 6.078713 -1.834210 0.00 0.00 0.00 0.089
H 8.231869 4.894895 -0.961522 0.01 0.01 0.00 0.086
C -3.928584 -6.693795 6.431826 -0.02 -0.06 -0.05 -0.097
C -4.580135 -7.703147 5.602019 -0.02 0.00 -0.01 -0.289
N -5.091650 -8.492119 4.944081 0.02 0.04 0.02 0.123
H -2.988853 -6.389929 5.976417 0.02 0.01 0.04 0.070
H -4.574456 -5.823389 6.528250 0.01 0.01 0.01 0.075
H -3.724157 -7.095356 7.421691 0.02 0.02 0.00 0.077
C -3.533509 -1.641293 -1.709065 0.19 -0.04 -0.14 -0.074
C -2.824882 -0.729920 -2.601471 0.01 -0.04 -0.01 -0.278
N -2.278100 -0.015330 -3.316256 0.13 0.01 0.06 0.123
H -3.346380 -1.366729 -0.675098 -0.07 0.02 0.05 0.050
H -4.603402 -1.582148 -1.895136 -0.03 -0.01 0.06 0.048
H -3.194910 -2.662083 -1.884607 -0.01 0.01 -0.03 0.090
C -5.768494 -1.023222 -4.841419 -0.07 -0.05 -0.02 -0.055
C -6.602547 -1.622982 -3.804730 0.02 0.01 0.04 -0.270
N -7.236329 -2.086124 -2.966883 0.05 0.08 0.01 0.144
H -5.979138 0.041949 -4.912638 0.01 0.00 0.00 0.089
H -4.717604 -1.160919 -4.593784 0.01 0.02 -0.03 0.057
H -5.972753 -1.492311 -5.801784 -0.01 -0.01 0.00 0.088
C -7.764768 -0.749020 0.346669 0.03 0.01 -0.03 -0.062
C -6.325445 -0.699825 0.579217 0.02 -0.10 0.01 -0.260
N -5.190858 -0.689941 0.756257 -0.11 0.09 0.04 0.133
H -8.164481 0.261971 0.297360 -0.01 0.00 0.00 0.085
H -7.962352 -1.262934 -0.593776 0.01 0.00 0.00 0.050
H -8.248831 -1.286507 1.159565 0.00 0.00 0.01 0.086
```
Forces are in eV/Å.

Output
Molecular weight, g mol⁻¹: 792.83
2S+1: 1
E_HOMO, Ha: -0.4276
Total charge: +1
Orbital gap, hartree: 0.3495

---

No. 3
The molecule C19H18N2O4 at a distorted geometry. Source: OMol25; level of theory: ωB97M-V/def2-TZVPD.

XYZ file:
```
43
Properties=species:S:1:pos:R:3:forces:R:3:lowdin_charge:R:1
C -4.235853 -2.355044 1.388132 0.45 -0.01 -0.07 -0.057
C -2.726254 -2.237830 1.522484 -0.26 0.11 0.33 -0.262
O -2.155184 -2.584386 0.276408 0.04 -0.10 -0.26 -0.063
C -0.814127 -2.433363 0.103661 0.16 0.01 -0.10 -0.297
C -0.332997 -2.665336 -1.188515 -0.18 0.03 0.24 -0.013
C 0.996718 -2.477433 -1.487460 0.28 0.09 0.16 0.006
C 1.893379 -2.061479 -0.502532 -0.33 -0.22 0.11 -0.279
C 1.429693 -1.884087 0.792584 0.36 -0.17 -0.24 -0.016
C 0.086269 -2.058917 1.092005 -0.36 -0.07 0.04 -0.006
H -0.238962 -1.894313 2.106842 -0.07 0.02 0.08 0.109
H 2.095442 -1.587852 1.588728 0.08 0.08 0.04 0.119
O 3.185283 -1.854136 -0.921234 -0.14 -0.03 -0.16 -0.027
C 4.054653 -1.111467 -0.105481 0.04 -0.02 0.19 -0.110
C 3.585016 0.295141 0.144466 0.64 0.30 0.17 -0.223
C 4.223918 1.390615 0.658919 -0.20 -0.64 -0.27 0.004
C 3.256916 2.416120 0.728440 -0.91 -0.15 -0.30 0.030
C 2.090227 1.878447 0.247756 0.91 0.80 0.49 -0.160
C 0.727777 2.429391 0.167250 -0.18 -0.33 -0.16 -0.396
O 0.456322 3.558158 0.517908 0.10 0.05 0.04 0.091
N -0.165225 1.509804 -0.313730 0.28 -0.28 -0.14 0.154
C -1.545794 1.619089 -0.441953 -0.55 0.06 -0.07 -0.190
C -2.239775 0.570041 -1.045585 0.04 0.19 0.10 -0.010
C -3.615358 0.648421 -1.151254 0.09 0.10 0.07 -0.067
C -4.251441 1.773680 -0.646634 -0.18 -0.23 -0.15 -0.163
N -3.599549 2.775250 -0.082275 -0.41 0.23 0.08 0.062
C -2.286734 2.712163 0.017735 0.54 0.09 0.12 -0.074
H -1.798696 3.556435 0.480376 0.10 -0.05 -0.02 0.104
H -5.326478 1.882604 -0.696201 -0.10 -0.08 -0.06 0.100
H -4.176831 -0.147588 -1.615642 -0.06 -0.06 -0.03 0.103
H -1.701582 -0.289978 -1.419483 0.04 -0.07 -0.03 0.102
H 0.219448 0.618789 -0.604676 0.00 0.12 0.11 0.136
O 2.301328 0.588687 -0.113347 -0.06 0.04 -0.15 0.061
H 3.388834 3.415984 1.085787 -0.06 0.23 0.08 0.121
H 5.251131 1.451487 0.953562 0.25 -0.04 0.05 0.114
H 4.226836 -1.616612 0.858758 -0.03 0.04 -0.17 0.137
H 5.005939 -1.090815 -0.646407 -0.14 0.02 0.17 0.144
H 1.367564 -2.636665 -2.487322 0.03 -0.01 -0.14 0.122
H -1.031177 -2.981359 -1.947647 -0.08 -0.03 -0.11 0.122
H -2.360472 -2.915598 2.306595 0.03 0.11 -0.08 0.126
H -2.451003 -1.207451 1.788853 0.04 -0.12 -0.03 0.124
H -4.594682 -1.660423 0.633736 -0.07 0.07 -0.05 0.063
H -4.709528 -2.123888 2.337678 -0.07 0.02 0.09 0.079
H -4.503930 -3.364816 1.089921 -0.07 -0.10 0.00 0.079
```
Forces are in eV/Å.

Output
Molecular weight, g mol⁻¹: 338.36
2S+1: 1
Energy above the lowest of the compared OMol25 structures with the same formula, charge and spin, kcal/mol: 51.71
E_HOMO, Ha: -0.3052
Total charge: 0
Orbital gap, hartree: 0.3246
SMILES string: CCOc1ccc(OCc2ccc(C(=O)Nc3cccnc3)o2)cc1